(1)
Entry from OMol25: C44H49Cl5MnN3OP3 as an isolated structure (ωB97M-V/def2-TZVPD).

Properties
Kohn-Sham gap (spin up / spin down) = 8.188 / 7.425 eV
total charge = +2
2S+1 = 4
HOMO (spin up / spin down) = -13.30 / -12.72 eV

CARTESIAN COORDINATES (ANGSTROEM)
Mn (-0.9434, -1.2011, 0.3471)
Cl (0.7826, -1.4693, 2.0120)
C (-0.6949, -1.8198, 2.8834)
C (-1.8158, -1.7612, 2.0702)
C (-3.0239, -1.9656, 2.7201)
Cl (-4.5054, -1.8214, 1.8340)
C (-3.0904, -2.2600, 4.0877)
Cl (-4.6035, -2.5276, 4.8490)
C (-1.9194, -2.3406, 4.8479)
Cl (-1.9849, -2.6995, 6.5207)
C (-0.6889, -2.1043, 4.2360)
Cl (0.7820, -2.1477, 5.1239)
C (-0.9036, -4.6848, 0.9701)
P (-1.0762, -3.4146, -0.3210)
C (0.5515, -3.5560, -1.1687)
N (1.1298, -4.7305, -1.1972)
C (2.3598, -4.8460, -1.7367)
C (3.0272, -6.0887, -1.7469)
C (4.2901, -6.1641, -2.2603)
C (4.9349, -5.0215, -2.7874)
C (4.3099, -3.8073, -2.8018)
C (3.0076, -3.6958, -2.2705)
N (2.3916, -2.4947, -2.2281)
C (1.2025, -2.3970, -1.6941)
P (0.3886, -0.7269, -1.5563)
C (-0.2553, -0.4832, -3.2607)
C (1.8232, 0.5342, -1.5782)
C (2.7722, 0.2177, -0.4185)
C (1.2564, 1.9561, -1.3795)
C (2.5901, 0.5834, -2.9050)
C (-2.3189, -4.1641, -1.5161)
C (-2.3204, -3.2799, -2.7640)
C (-1.9626, -5.6031, -1.8789)
C (-3.6887, -4.0790, -0.8378)
H (-0.5812, -5.6097, 0.4986)
H (-1.8586, -4.8294, 1.4753)
H (-0.1581, -4.3721, 1.7006)
H (2.5226, -6.9539, -1.3384)
H (4.8125, -7.1113, -2.2668)
H (5.9395, -5.1148, -3.1775)
H (4.7895, -2.9228, -3.1995)
H (0.4593, -0.8956, -3.9698)
H (-0.3779, 0.5841, -3.4477)
H (-1.2177, -0.9659, -3.3946)
H (2.2347, 0.1874, 0.5294)
H (3.5406, 0.9910, -0.3450)
H (3.2697, -0.7388, -0.5700)
H (-0.2471, 1.5488, 0.0433)
H (0.6296, 2.2285, -2.2357)
H (2.1081, 2.6378, -1.3796)
H (2.9353, -0.3967, -3.1995)
H (3.4662, 1.2237, -2.7720)
H (1.9947, 1.0134, -3.7115)
H (-1.3533, -3.3123, -3.2705)
H (-2.5588, -2.2491, -2.4887)
H (-3.0800, -3.6252, -3.4667)
H (-0.9100, -5.7127, -2.1376)
H (-2.5551, -5.8990, -2.7468)
H (-2.1983, -6.2919, -1.0684)
H (-3.8705, -3.0754, -0.4530)
H (-3.7794, -4.7879, -0.0141)
H (-4.4732, -4.3088, -1.5616)
C (-3.3149, 0.5238, -0.8170)
C (-3.1167, 1.2047, 0.5218)
O (-1.8009, 0.8577, 1.0334)
H (-4.3470, 0.6102, -1.1516)
H (-3.0940, -0.5452, -0.7019)
H (-2.6643, 0.9466, -1.5860)
H (-3.8772, 0.8707, 1.2267)
H (-3.1651, 2.2924, 0.4297)
H (-1.7950, 0.9843, 1.9914)
N (0.5642, 2.1428, -0.0980)
P (0.4897, 3.5601, 0.7493)
C (-0.8007, 4.6684, 0.1728)
C (-0.9713, 5.9069, 0.7951)
C (-1.9620, 6.7637, 0.3486)
C (-2.7730, 6.3966, -0.7190)
C (-2.5957, 5.1702, -1.3435)
C (-1.6102, 4.3025, -0.8990)
C (2.0670, 4.3861, 0.5525)
C (2.2519, 5.1564, -0.5986)
C (3.4823, 5.7427, -0.8378)
C (4.5159, 5.5796, 0.0767)
C (4.3183, 4.8450, 1.2378)
C (3.0955, 4.2391, 1.4801)
C (0.1469, 3.0360, 2.4360)
C (-0.9218, 3.5564, 3.1637)
C (-1.2165, 3.0436, 4.4195)
C (-0.4450, 2.0192, 4.9523)
C (0.6279, 1.5070, 4.2317)
C (0.9238, 2.0083, 2.9748)
H (-0.3235, 6.2000, 1.6136)
H (-2.1022, 7.7232, 0.8281)
H (-3.5412, 7.0727, -1.0690)
H (-3.2236, 4.8940, -2.1801)
H (-1.4623, 3.3472, -1.3900)
H (1.4361, 5.2919, -1.2994)
H (3.6351, 6.3296, -1.7332)
H (5.4787, 6.0329, -0.1169)
H (5.1178, 4.7464, 1.9595)
H (2.9424, 3.6646, 2.3848)
H (-1.5271, 4.3537, 2.7561)
H (-2.0511, 3.4435, 4.9797)
H (-0.6713, 1.6265, 5.9353)
H (1.2344, 0.7132, 4.6490)
H (1.7590, 1.6072, 2.4145)

Forces on atoms 1 to 3 (eV/Å):
Mn -1.565 0.712 0.082
Cl 1.026 0.019 0.419
C -0.670 -0.141 0.243

=====

(2)
Entry from OMol25: a 7-piece molecular cluster, C44H49F6N5OP overall (ωB97M-V/def2-TZVPD).

Properties
Kohn-Sham gap = 7.010 eV
total charge = +1
2S+1 = 1
HOMO = -10.17 eV

CARTESIAN COORDINATES (ANGSTROEM)
C (-1.9372, 4.1987, 0.9456)
C (-1.7903, 4.8075, -0.4674)
P (-2.2533, 3.7025, -1.8614)
C (-3.2342, 4.7973, -2.9788)
C (-3.4855, 2.4854, -1.2231)
N (-3.1718, 1.1867, -1.2623)
C (-4.2231, 0.5324, -0.7963)
N (-4.4014, -0.8154, -0.6687)
N (-5.1822, 1.4118, -0.4624)
N (-4.7182, 2.6438, -0.7233)
C (-5.4745, 3.8791, -0.5112)
C (-6.9575, 3.6779, -0.8368)
O (-7.0944, 3.0720, -2.1062)
C (-7.7323, 5.0008, -0.7519)
N (-7.1302, 5.9528, 0.1829)
H (-0.9874, 4.2468, 1.4743)
H (-2.6384, 4.7918, 1.5332)
H (-2.2755, 3.1639, 0.9375)
H (-2.3135, 5.7628, -0.5398)
H (-0.7373, 5.0293, -0.6466)
H (-3.9862, 4.2105, -3.5024)
H (-3.6942, 5.5900, -2.3880)
H (-2.5192, 5.2323, -3.6745)
H (-4.7088, -1.3520, -1.4605)
H (-4.2318, -1.3119, 0.1890)
H (-6.1012, 1.1894, -0.1082)
H (-5.3209, 4.2310, 0.5055)
H (-5.0629, 4.5985, -1.2141)
H (-7.4079, 2.9717, -0.1329)
H (-6.9101, 3.7238, -2.7938)
H (-8.7708, 4.7645, -0.5011)
H (-7.7579, 5.4299, -1.7572)
H (-7.7735, 6.7141, 0.3559)
H (-6.9714, 5.5013, 1.0758)
F (-3.8171, -3.8401, 1.0520)
C (-2.6351, -3.7527, 1.7180)
C (-2.4808, -4.4521, 2.8961)
C (-1.2674, -4.3554, 3.5637)
C (-0.2452, -3.5645, 3.0549)
C (-0.4326, -2.8684, 1.8706)
C (-1.6364, -2.9639, 1.1874)
H (-3.2922, -5.0584, 3.2750)
H (-1.1215, -4.9025, 4.4852)
H (0.6986, -3.4893, 3.5758)
H (0.3633, -2.2518, 1.4748)
H (-1.7974, -2.4388, 0.2539)
F (2.9514, -0.7075, -4.5352)
C (2.2097, 0.3663, -4.1984)
C (1.1088, 0.1775, -3.3886)
C (0.3533, 1.2840, -3.0289)
C (0.7007, 2.5465, -3.4853)
C (1.8102, 2.7074, -4.3064)
C (2.5798, 1.6110, -4.6673)
H (0.8567, -0.8181, -3.0487)
H (-0.5107, 1.1582, -2.3889)
H (0.1033, 3.3997, -3.1951)
H (2.0827, 3.6905, -4.6664)
H (3.4535, 1.7114, -5.2965)
F (3.0007, -2.5986, 3.2335)
C (3.9401, -3.4149, 3.7747)
C (3.6616, -4.7612, 3.8924)
C (4.6277, -5.5906, 4.4437)
C (5.8418, -5.0694, 4.8691)
C (6.0921, -3.7107, 4.7351)
C (5.1375, -2.8679, 4.1820)
H (2.7086, -5.1478, 3.5557)
H (4.4304, -6.6497, 4.5391)
H (6.5923, -5.7155, 5.2957)
H (7.0368, -3.2999, 5.0649)
H (5.3143, -1.8073, 4.0652)
F (5.7267, -7.2776, 6.8481)
C (5.4953, -8.6098, 6.8396)
C (4.1958, -9.0543, 6.7068)
C (3.9635, -10.4223, 6.6917)
C (5.0197, -11.3142, 6.8141)
C (6.3163, -10.8374, 6.9495)
C (6.5647, -9.4726, 6.9604)
H (3.3881, -8.3397, 6.6215)
H (2.9523, -10.7911, 6.5849)
H (4.8324, -12.3791, 6.8048)
H (7.1409, -11.5301, 7.0486)
H (7.5670, -9.0786, 7.0595)
F (8.6758, -3.7249, -3.0148)
C (7.4024, -3.2968, -2.9054)
C (6.7506, -2.8500, -4.0372)
C (5.4389, -2.4122, -3.9222)
C (4.8057, -2.4213, -2.6855)
C (5.4867, -2.8739, -1.5633)
C (6.7963, -3.3204, -1.6663)
H (7.2675, -2.8478, -4.9872)
H (4.9137, -2.0630, -4.7987)
H (3.7861, -2.0751, -2.5965)
H (4.9975, -2.8797, -0.5980)
H (7.3432, -3.6822, -0.8063)
F (-2.1116, 7.0077, -5.9948)
C (-2.5694, 8.0915, -5.3328)
C (-3.6449, 8.7875, -5.8463)
C (-4.1133, 9.8942, -5.1529)
C (-3.5051, 10.2931, -3.9704)
C (-2.4230, 9.5784, -3.4763)
C (-1.9497, 8.4657, -4.1575)
H (-4.0991, 8.4664, -6.7739)
H (-4.9560, 10.4490, -5.5423)
H (-3.8710, 11.1605, -3.4386)
H (-1.9406, 9.8887, -2.5592)
H (-1.1079, 7.8952, -3.7864)

Forces on atoms 1 to 3 (eV/Å):
C 0.079 0.409 -0.045
C -0.205 0.012 0.419
P 0.578 -0.272 -0.685

=====

(3)
Entry from OMol25: C44H50N3S4Ti as an isolated structure (ωB97M-V/def2-TZVPD).

Properties
Kohn-Sham gap (spin up / spin down) = 4.648 / 6.135 eV
total charge = -1
2S+1 = 3
HOMO (spin up / spin down) = -2.73 / -4.22 eV
relative energy (zero: lowest compared OMol25 entry of this formula, charge and spin) = 11.7 kJ/mol

CARTESIAN COORDINATES (ANGSTROEM)
Ti (-0.2964, 0.1040, 0.3778)
S (-1.0282, -0.3442, -4.0963)
C (-0.5634, 0.1505, -2.5814)
S (-1.3705, 1.3722, -1.6538)
S (0.7681, -0.5688, -1.7055)
C (4.4310, -2.1561, 1.3857)
C (3.3721, -1.8794, 0.3103)
C (4.0616, -1.7968, -1.0575)
C (2.2676, -2.9292, 0.3382)
C (2.5774, -4.2002, -0.1270)
C (1.6283, -5.2097, -0.1657)
C (0.3465, -4.9366, 0.2656)
C (-0.0047, -3.6792, 0.7571)
C (-1.4315, -3.4595, 1.2211)
C (-2.4131, -3.6400, 0.0602)
C (-1.7872, -4.3713, 2.3997)
C (0.9546, -2.6676, 0.8030)
N (0.6350, -1.3616, 1.3354)
C (1.3222, -1.1753, 2.5166)
C (1.7515, 0.0483, 3.0760)
C (2.6392, -0.0148, 4.1808)
C (3.2267, 1.1028, 4.7256)
C (2.9352, 2.3558, 4.1796)
C (2.0341, 2.4533, 3.1300)
C (1.4036, 1.3380, 2.5673)
N (0.4229, 1.4621, 1.5611)
C (-0.1572, 2.7700, 1.4646)
C (0.2054, 3.6436, 0.4145)
C (-0.3837, 4.9035, 0.3541)
C (-1.2876, 5.3282, 1.3149)
C (-1.6201, 4.4786, 2.3559)
C (-1.0712, 3.2021, 2.4540)
C (-1.4629, 2.3426, 3.6535)
C (-2.9392, 2.5176, 4.0553)
C (-0.6279, 2.6488, 4.9066)
C (1.2436, 3.2664, -0.6360)
C (2.6565, 3.6931, -0.2068)
C (0.9486, 3.8592, -2.0165)
H (5.2048, -1.3833, 1.3633)
H (4.9113, -3.1239, 1.2048)
H (4.0011, -2.1702, 2.3861)
H (2.9253, -0.9102, 0.5161)
H (4.6434, -2.7011, -1.2618)
H (4.7539, -0.9502, -1.0675)
H (3.3413, -1.6589, -1.8632)
H (3.5825, -4.4028, -0.4816)
H (1.8868, -6.1941, -0.5385)
H (-0.4049, -5.7187, 0.2300)
H (-1.5044, -2.4314, 1.5652)
H (-2.3451, -4.6487, -0.3560)
H (-2.1936, -2.9359, -0.7459)
H (-3.4447, -3.4862, 0.3892)
H (-1.6993, -5.4266, 2.1274)
H (-2.8192, -4.1951, 2.7241)
H (-1.1230, -4.1866, 3.2474)
H (1.6948, -2.0692, 3.0092)
H (2.8692, -0.9973, 4.5836)
H (3.9130, 1.0101, 5.5589)
H (3.3901, 3.2534, 4.5825)
H (1.7673, 3.4351, 2.7596)
H (-0.1265, 5.5688, -0.4626)
H (-1.7357, 6.3140, 1.2488)
H (-2.3291, 4.8128, 3.1068)
H (-1.2888, 1.3009, 3.3815)
H (-3.0642, 3.4065, 4.6796)
H (-3.2690, 1.6596, 4.6488)
H (-3.6072, 2.6281, 3.2019)
H (-0.7387, 3.7080, 5.1640)
H (0.4291, 2.4342, 4.7752)
H (-0.9938, 2.0549, 5.7511)
H (1.2387, 2.1882, -0.7339)
H (2.6676, 4.7532, 0.0685)
H (3.3534, 3.5516, -1.0388)
H (3.0226, 3.1140, 0.6390)
H (1.1922, 4.9275, -2.0496)
H (-0.0944, 3.7219, -2.3007)
H (1.5680, 3.3591, -2.7641)
N (-2.3398, -0.2682, 0.6779)
S (-3.5182, -0.1136, 1.7064)
C (-4.6154, -1.4946, 1.4532)
C (-5.1408, -1.7580, 0.2006)
C (-5.9364, -2.8787, 0.0274)
C (-6.2041, -3.7163, 1.1048)
C (-5.6749, -3.4418, 2.3534)
C (-4.8644, -2.3232, 2.5292)
C (-4.6003, 1.2153, 1.1627)
C (-4.0438, 2.2382, 0.4205)
C (-4.8416, 3.3222, 0.0669)
C (-6.1631, 3.3783, 0.4761)
C (-6.7043, 2.3492, 1.2416)
C (-5.9235, 1.2593, 1.5894)
H (-2.7046, -0.3187, -0.2757)
H (-4.9284, -1.0954, -0.6340)
H (-6.3425, -3.1014, -0.9513)
H (-6.8201, -4.5958, 0.9642)
H (-5.8749, -4.1014, 3.1885)
H (-4.4227, -2.0990, 3.4944)
H (-3.0022, 2.1965, 0.1274)
H (-4.4070, 4.1208, -0.5221)
H (-6.7812, 4.2233, 0.1985)
H (-7.7369, 2.3949, 1.5645)
H (-6.3429, 0.4545, 2.1818)

Forces on atoms 1 to 3 (eV/Å):
Ti -0.154 -0.299 -1.232
S 0.089 0.097 0.129
C -0.056 -0.055 -0.179

=====

(4)
Entry from OMol25: C44H51BrI2N6O4S2SbSn as an isolated structure (ωB97M-V/def2-TZVPD).

Properties
Kohn-Sham gap = 5.770 eV
total charge = +3
2S+1 = 1
HOMO = -14.68 eV
relative energy (zero: lowest compared OMol25 entry of this formula, charge and spin) = 217.0 kJ/mol

CARTESIAN COORDINATES (ANGSTROEM)
Sn (-0.5615, -0.0898, -0.2896)
N (-5.1670, 0.6595, 1.9771)
C (-4.0024, -0.2210, 1.5972)
C (-3.2194, -0.5614, 2.8527)
C (-2.0621, -1.5184, 2.5730)
N (-0.8987, -0.8306, 1.9400)
C (-2.5083, -2.7173, 1.7482)
C (-3.3225, -2.3678, 0.5092)
N (-2.4703, -1.7379, -0.5407)
C (-4.4988, -1.4562, 0.8685)
H (-4.8437, 1.5191, 2.4311)
H (-5.8074, 0.1818, 2.6175)
H (-5.7012, 0.9620, 1.1432)
H (-3.3971, 0.3964, 0.9361)
H (-3.8829, -1.0727, 3.5588)
H (-2.8547, 0.3457, 3.3428)
H (-1.7207, -1.8927, 3.5411)
H (-0.0977, -1.4363, 2.1077)
H (-0.7027, 0.0488, 2.4333)
H (-3.1262, -3.3569, 2.3831)
H (-1.6414, -3.3191, 1.4748)
H (-3.7410, -3.2938, 0.1063)
H (-3.0535, -1.3518, -1.2815)
H (-1.9339, -2.4794, -0.9923)
H (-5.1753, -2.0304, 1.5095)
H (-5.0611, -1.1802, -0.0292)
I (1.2881, 1.5745, -2.8691)
C (-0.5561, 1.5611, -3.9206)
I (-1.5852, -0.2967, -3.8642)
H (-0.3415, 1.7680, -4.9618)
H (-1.2026, 2.3071, -3.4762)
C (1.8152, -2.3241, -3.9045)
C (2.5231, -3.4947, -3.2871)
C (3.1735, -4.4274, -4.0915)
C (3.8353, -5.5145, -3.5416)
C (3.8620, -5.6942, -2.1666)
C (3.2205, -4.7793, -1.3466)
C (2.5560, -3.6931, -1.9079)
Sb (1.6720, -2.3834, -0.4898)
C (0.7925, -3.9421, 0.6763)
C (1.0720, -4.1477, 2.0248)
C (0.4290, -5.1421, 2.7505)
C (-0.5036, -5.9514, 2.1212)
C (-0.7842, -5.7577, 0.7770)
C (-0.1567, -4.7586, 0.0344)
C (-0.5142, -4.6368, -1.4267)
C (3.5283, -1.6983, 0.3638)
C (4.5421, -1.6927, -0.6027)
C (5.8410, -1.3318, -0.2878)
C (6.1518, -0.9753, 1.0147)
C (5.1497, -0.9441, 1.9673)
C (3.8320, -1.2868, 1.6647)
C (2.8305, -1.1847, 2.7815)
H (1.8424, -2.3734, -4.9913)
H (2.2676, -1.3755, -3.6034)
H (0.7666, -2.2960, -3.6022)
H (3.1599, -4.2966, -5.1660)
H (4.3329, -6.2230, -4.1896)
H (4.3786, -6.5393, -1.7331)
H (3.2437, -4.9222, -0.2721)
H (1.8319, -3.5593, 2.5165)
H (0.6775, -5.2985, 3.7918)
H (-0.9988, -6.7429, 2.6674)
H (-1.5001, -6.4045, 0.2838)
H (-1.5054, -5.0491, -1.6154)
H (0.1951, -5.1786, -2.0540)
H (-0.5039, -3.6020, -1.7922)
H (4.3357, -2.0095, -1.6178)
H (6.6052, -1.3505, -1.0530)
H (7.1667, -0.7169, 1.2865)
H (5.3888, -0.6478, 2.9819)
H (3.0483, -0.3210, 3.4113)
H (2.8581, -2.0561, 3.4362)
H (1.8189, -1.0631, 2.3965)
Br (7.9749, 2.8658, 0.5825)
C (6.1719, 2.5793, 1.0000)
C (5.7192, 2.8314, 2.2913)
C (4.3910, 2.6122, 2.6002)
C (3.5208, 2.1183, 1.6243)
C (3.9934, 1.8583, 0.3357)
C (5.3112, 2.1017, 0.0155)
C (2.1099, 1.8605, 1.8975)
O (1.7314, 2.2512, 3.1600)
O (1.3330, 1.3364, 1.1210)
H (6.4058, 3.1969, 3.0415)
H (4.0375, 2.8058, 3.6030)
H (3.3166, 1.4502, -0.4030)
H (5.6844, 1.9102, -0.9802)
N (-8.4361, 3.4798, 0.5957)
C (-7.1076, 3.3491, 0.3934)
C (-6.6062, 2.5155, -0.6291)
C (-5.2429, 2.4003, -0.8392)
C (-4.3471, 3.0812, -0.0190)
C (-4.8275, 3.9082, 0.9989)
C (-6.1812, 4.0264, 1.2186)
S (-2.6312, 2.9636, -0.3270)
O (-2.0617, 4.2835, -0.4044)
O (-2.4666, 2.0530, -1.4345)
N (-2.0140, 2.1847, 0.9652)
C (-1.1725, 2.7120, 1.8042)
S (-0.4223, 4.4880, 1.4966)
C (0.5554, 4.2375, 2.7423)
C (0.4508, 2.8652, 3.3884)
N (-0.6609, 2.1825, 2.8454)
H (-9.0878, 3.1421, -0.0929)
H (-8.7838, 4.1911, 1.2171)
H (-7.2978, 2.0141, -1.2949)
H (-4.8678, 1.8024, -1.6600)
H (-4.1391, 4.4823, 1.6073)
H (-6.5462, 4.6878, 1.9937)
H (1.2953, 4.9613, 3.0656)
H (0.3896, 2.9525, 4.4746)

Forces on atoms 1 to 3 (eV/Å):
Sn -0.109 -0.045 -0.300
N -0.160 0.081 -0.146
C 0.033 -0.013 -0.072

=====

Short version: E_tot = -174728.7908 -81507.3565 -117370.2787 -183847.0418 eV, in the order given.